(1)
52
Properties=species:S:1:pos:R:3:forces:R:3:lowdin_charge:R:1 method="wB97M-V/def2-TZVPD" charge=-1 molar_mass_g_mol=592.54 homo_ev=-4.3 spin_multiplicity=1 e_tot_ev=-38531.8385
Pt 0.183227 1.047879 0.006523 3.75 -0.38 0.56 1.09
O 2.427677 4.464422 -0.064218 0.09 0.57 -0.09 0.01
C 1.933915 3.342379 -0.006800 -0.03 -0.30 0.11 -0.49
N 0.651385 2.975432 -0.022441 -1.22 1.88 -0.03 -0.08
C -0.418939 3.939005 -0.086610 1.38 -0.11 0.01 -0.20
C -0.278325 5.336701 -0.130167 -0.21 -0.16 0.03 -0.03
C -1.401755 6.165086 -0.162194 0.33 -0.22 0.01 -0.12
C -2.663122 5.596688 -0.146834 0.01 -0.50 0.02 -0.11
C -2.803747 4.203892 -0.114715 0.47 0.12 0.02 -0.02
C -1.673406 3.356451 -0.093166 -0.99 -1.43 0.00 -0.17
N -1.665830 1.873545 -0.048404 -1.87 -0.29 -0.28 -0.09
C -2.880140 1.229404 -0.129633 0.53 0.10 0.11 -0.43
O -3.953672 1.798245 -0.304154 -0.33 0.39 -0.10 -0.02
C -3.082389 -0.308466 0.024843 0.63 0.51 0.01 -0.19
C -4.399197 -0.749943 -0.062077 -0.31 -0.27 -0.05 -0.02
C -4.665115 -2.101500 0.075325 -0.09 0.20 -0.02 -0.08
C -3.613003 -2.980069 0.294665 0.14 -0.09 0.02 -0.07
C -2.336640 -2.450139 0.369550 0.03 0.69 -0.09 -0.13
N -2.085822 -1.139406 0.241882 -0.27 -0.55 0.22 0.09
C 2.876450 2.180152 0.142604 -0.47 0.25 -0.01 -0.19
C 4.231838 2.410639 0.158046 0.50 -0.33 0.10 0.00
C 5.083011 1.330904 0.328546 0.03 0.07 -0.01 -0.06
C 4.537993 0.062244 0.482364 0.00 0.19 0.02 -0.06
C 3.161975 -0.079808 0.453581 -0.26 0.14 0.12 -0.10
N 2.337714 0.971686 0.282916 -0.16 -0.79 -0.38 -0.02
H 0.708201 5.761041 -0.134498 0.11 0.00 0.00 0.08
H -1.268440 7.245133 -0.195340 -0.03 -0.19 0.00 0.09
H -3.558089 6.216460 -0.164600 0.15 -0.12 0.00 0.09
H -3.779461 3.771457 -0.110612 -0.18 -0.06 -0.01 0.08
H -5.168824 -0.017730 -0.235182 -0.13 -0.03 -0.02 0.10
H -5.686071 -2.462553 0.012232 0.04 0.00 0.00 0.10
H -3.772376 -4.048145 0.406287 -0.02 0.08 -0.01 0.09
H -1.458339 -3.073346 0.533940 -0.60 0.67 -0.18 0.05
H 4.570699 3.427160 0.041833 0.02 0.07 -0.01 0.11
H 6.156468 1.481851 0.349152 -0.03 -0.04 -0.02 0.10
H 5.165388 -0.812117 0.620441 -0.09 0.09 0.00 0.10
H 2.668669 -1.042183 0.561502 0.11 0.24 -0.07 0.06
C 0.466616 -4.247766 -1.518535 -0.05 -0.07 -0.05 -0.06
C 1.025890 -3.711820 -0.191724 -0.03 0.69 0.01 -0.63
C 2.531884 -3.999355 -0.136324 0.16 -0.06 -0.04 -0.08
C 0.340067 -4.447152 0.967598 0.17 -0.29 0.16 -0.07
C 0.780411 -2.228937 -0.092153 0.06 0.58 -0.15 -0.18
C 0.559039 -1.015816 -0.057758 -1.62 -1.24 -0.15 -0.23
H 0.653249 -5.330432 -1.612342 -0.03 0.25 0.05 0.08
H 0.933272 -3.736629 -2.363772 -0.02 -0.03 0.06 0.08
H -0.611532 -4.071818 -1.577205 0.10 -0.02 -0.01 0.08
H 2.715013 -5.082819 -0.139518 -0.02 0.14 0.00 0.08
H 2.976921 -3.579099 0.771367 -0.05 -0.05 -0.06 0.08
H 3.042920 -3.564405 -1.002866 -0.09 0.00 0.13 0.08
H 0.566567 -5.522573 0.926302 0.00 0.17 -0.01 0.08
H -0.744028 -4.328456 0.922888 0.44 -0.46 0.15 0.04
H 0.681809 -4.055365 1.929444 -0.03 -0.02 -0.06 0.09

---

(2)
31
Properties=species:S:1:pos:R:3:forces:R:3:lowdin_charge:R:1 method="wB97M-V/def2-TZVPD" smiles="CCC[Si@](F)(CC(=O)N(C)C)O[SiH3]" molar_mass_g_mol=223.40 homo_ev=-9.1 spin_multiplicity=1 e_tot_ev=-31613.0752
C 1.666337 3.028430 0.448605 -0.04 0.09 0.02 -0.10
C 0.673133 1.905858 0.788422 0.02 0.02 -0.08 -0.30
C -0.499645 1.777116 -0.202506 0.07 0.15 0.08 -0.22
Si -1.279844 0.102247 -0.270705 -0.04 -0.09 -0.19 0.32
F -1.317799 -0.489774 1.224732 0.00 -0.02 -0.03 -0.09
C -0.429819 -1.132403 -1.399333 0.20 -0.07 -0.36 -0.10
C 0.219390 -2.331399 -0.749184 0.28 -0.18 0.02 -0.51
O -0.368622 -3.384663 -0.687462 -0.23 0.04 0.31 0.09
N 1.500556 -2.205249 -0.172890 -0.29 0.59 0.01 -0.16
C 2.375315 -1.144481 -0.652729 -0.02 0.00 0.00 -0.07
C 1.504806 -2.388125 1.279304 0.18 -0.35 -0.02 -0.06
O -2.809946 0.227919 -0.835810 0.01 -0.08 0.36 -0.38
Si -4.296236 0.151549 -0.117396 -0.12 0.05 -0.10 0.56
H 1.530152 3.385169 -0.573622 0.03 -0.03 0.00 0.07
H 2.701130 2.698242 0.543394 -0.01 -0.02 0.03 0.07
H 1.543879 3.886662 1.110148 -0.03 0.02 -0.05 0.07
H 0.253482 2.079544 1.779697 0.06 -0.14 0.05 0.11
H 1.217787 0.961874 0.851754 -0.04 0.01 0.06 0.06
H -1.277334 2.506111 0.046756 0.01 0.01 -0.06 0.09
H -0.176045 2.028424 -1.219387 0.02 -0.02 0.01 0.08
H 0.258047 -0.582220 -2.044740 0.02 -0.01 0.02 0.08
H -1.225290 -1.524347 -2.033938 0.00 0.01 -0.01 0.09
H 2.776598 -1.404372 -1.633658 -0.05 0.04 -0.02 0.09
H 3.217213 -1.052170 0.030838 0.02 -0.04 -0.01 0.09
H 1.903857 -0.159153 -0.722695 0.03 -0.02 0.04 0.06
H 1.084109 -1.531471 1.820230 0.00 0.01 -0.07 0.08
H 2.531856 -2.540591 1.609187 -0.01 -0.02 0.03 0.08
H 0.933634 -3.278350 1.528280 -0.04 0.01 -0.01 0.09
H -4.750933 1.525345 0.183772 -0.01 -0.01 0.01 -0.07
H -5.232292 -0.484473 -1.060269 0.00 0.01 -0.01 -0.07
H -4.227479 -0.631248 1.131204 0.00 0.01 -0.01 -0.06

---

(3)
52
Properties=species:S:1:pos:R:3:forces:R:3:lowdin_charge:R:1 method="wB97M-V/def2-TZVPD" smiles="CCCC/C=C/CO.O.O.O.O.O.O.O.O.O.O" molar_mass_g_mol=294.34 homo_ev=-9.9 spin_multiplicity=1 e_tot_ev=-30331.5106
C -3.336559 1.006384 -1.169353 1.13 0.17 0.38 -0.07
C -2.154173 0.075857 -1.399670 0.63 -0.30 1.79 -0.23
C -1.499441 -0.400545 -0.066853 -1.16 -0.83 -1.27 -0.24
C -0.776475 0.677619 0.691564 0.76 -0.35 0.78 -0.18
C 0.652553 0.331948 1.093112 -0.87 0.46 -0.69 -0.08
C 1.447914 -0.491485 0.441232 1.53 -1.26 0.63 -0.11
C 2.944237 -0.647827 0.755872 -1.97 1.05 2.09 -0.18
O 3.151069 -0.326360 2.168379 0.36 -0.04 -0.03 -0.11
H -4.064473 0.555849 -0.497614 -0.21 -0.17 -0.19 0.08
H -2.931893 1.882810 -0.656404 -0.30 0.11 -0.26 0.04
H -3.764581 1.299248 -2.114796 -0.39 0.17 -0.14 0.07
H -2.494062 -0.847542 -1.857101 0.05 0.31 -0.88 0.09
H -1.289867 0.566070 -1.848538 -0.51 0.02 -1.10 0.10
H -0.840869 -1.225505 -0.335794 0.38 0.21 0.02 0.06
H -2.321905 -0.955285 0.402953 0.17 0.51 0.79 0.11
H -1.315054 0.980220 1.588472 -0.05 0.23 -0.09 0.11
H -0.598315 1.554724 0.060812 -0.57 0.18 -0.02 0.11
H 1.044188 1.011980 1.837309 0.24 -0.18 0.07 0.09
H 1.192741 -1.254306 -0.282726 -0.78 0.33 -0.20 0.08
H 3.220247 -1.683763 0.610839 0.68 0.17 -0.71 0.12
H 3.426686 0.204724 0.283983 0.73 -0.79 -0.79 0.09
H 3.386123 -1.102051 2.686548 -0.09 -0.08 -0.25 0.10
O 1.542343 -0.288815 -2.597904 0.28 0.20 0.38 -0.07
H 2.411938 0.115293 -2.487170 -0.10 -0.14 -0.28 0.08
H 1.037265 0.121548 -1.881978 -0.02 0.17 -0.10 0.03
O -1.730579 -3.226577 -1.442738 0.73 0.13 -0.56 -0.05
H -1.084028 -3.625307 -2.048018 -0.19 -0.39 0.25 0.05
H -1.695401 -2.322276 -1.787249 -0.32 -0.09 0.25 0.00
O -2.146227 -0.947538 3.032342 -0.48 1.00 0.52 -0.06
H -2.118092 -1.707136 3.616278 0.24 -0.21 -0.34 0.03
H -1.787755 -1.193833 2.178034 0.20 -0.58 0.27 -0.03
O 1.924758 2.219520 -1.466845 -0.18 -0.35 -0.59 -0.04
H 2.843842 2.006521 -1.268516 -0.14 0.56 0.50 0.04
H 1.589644 2.857478 -0.834588 0.40 0.05 0.25 0.05
O 0.468521 1.822012 4.175321 0.30 -0.29 0.04 -0.06
H 0.063283 1.059240 4.604880 -0.29 0.11 -0.06 0.04
H 1.347034 1.479218 3.966955 0.00 0.16 -0.01 0.02
O -0.228315 0.202314 -4.580172 -0.24 -0.37 -0.44 -0.07
H -0.357233 1.001216 -4.064626 0.21 -0.01 0.08 0.02
H 0.516018 -0.271814 -4.178632 -0.29 0.56 -0.02 0.00
O 1.708060 -2.929057 -2.933250 -0.42 0.20 0.24 -0.08
H 1.454539 -1.984566 -2.822013 0.41 -0.58 -0.11 -0.02
H 1.800887 -3.242660 -2.027976 0.08 -0.12 -0.07 0.02
O -1.160878 -3.265259 1.898055 -0.08 -0.17 -0.27 -0.06
H -2.076361 -3.535031 1.743056 0.17 -0.04 -0.01 0.06
H -0.796537 -3.202366 1.005425 -0.07 -0.08 -0.02 0.02
O -2.533531 3.843240 0.430299 0.04 0.04 0.58 -0.06
H -3.156960 3.305611 0.933929 -0.12 -0.06 -0.23 0.04
H -2.044719 4.271208 1.144742 0.12 0.14 -0.23 0.04
O 3.886264 2.237674 1.509585 0.61 0.47 -0.93 -0.06
H 3.170951 2.655585 1.993100 0.05 -0.55 0.33 0.03
H 4.073188 1.331816 1.797434 -0.68 0.35 0.64 0.01

---

(4)
19
Properties=species:S:1:pos:R:3:forces:R:3:lowdin_charge:R:1 method="wB97M-V/def2-TZVPD" smiles="C1CC2=C(C1)CNC2" molar_mass_g_mol=109.17 homo_ev=-8.5 spin_multiplicity=1 e_tot_ev=-8926.5542
C 2.133682 -0.016019 -0.198521 -0.81 0.54 -0.13 -0.16
C 1.226556 -1.253307 0.050486 0.58 -0.23 0.64 -0.15
C -0.142908 -0.691863 0.069295 -1.56 1.06 -0.89 -0.18
C -0.140039 0.642503 0.079876 -0.18 -0.08 -0.34 -0.19
C 1.252147 1.252306 0.111729 -0.21 -0.81 1.27 -0.12
C -1.550046 1.212977 0.085473 0.41 -0.72 -1.54 -0.15
N -2.445647 0.029346 -0.132037 0.54 -0.33 -0.75 -0.07
C -1.613119 -1.184223 0.116431 0.77 -0.03 1.08 -0.15
H 3.018671 -0.079498 0.417680 0.37 0.15 -0.05 0.09
H 2.404772 0.075908 -1.263070 0.09 -0.37 0.42 0.11
H 1.440697 -2.043726 -0.661796 -0.26 -0.15 -0.22 0.10
H 1.422433 -1.681663 1.042682 0.23 -0.06 -0.07 0.11
H 1.434439 1.683649 1.137110 0.03 -0.35 -0.90 0.12
H 1.444954 2.028269 -0.613233 -0.15 0.34 -0.19 0.09
H -1.786654 1.652488 1.023039 -0.26 0.66 0.87 0.09
H -1.682643 1.949263 -0.733648 -0.07 -0.22 0.57 0.12
H -2.761318 -0.014221 -1.121241 0.48 0.25 1.05 0.11
H -1.874456 -1.992704 -0.570479 0.12 0.11 -0.01 0.10
H -1.781515 -1.569490 1.160223 -0.13 0.22 -0.82 0.12